No. 1
{
  "formula": "C43H57BClN9OS3SeTi",
  "method": "ωB97M-V/def2-TZVPD",
  "multiplicity": 2,
  "orbital_gap_ev": [6.986, 6.715],
  "e_tot_ev": -195140.0457,
  "total_charge": 1,
  "e_above_lowest_ev": 0.000,
  "s2": 0.767,
  "symbols": ["Ti", "C", "C", "C", "C", "N", "N", "B", "N", "N", "C", "C", "C", "C", "C", "S", "C", "C", "C", "C", "N", "N", "C", "C", "C", "C", "C", "S", "C", "C", "C", "C", "C", "S", "C", "C", "C", "C", "H", "H", "H", "H", "H", "H", "H", "H", "H", "H", "H", "H", "H", "H", "H", "H", "H", "H", "H", "H", "H", "H", "H", "H", "H", "H", "H", "H", "H", "H", "H", "H", "H", "H", "H", "H", "H", "H", "H", "C", "N", "C", "Se", "N", "C", "C", "C", "C", "C", "C", "H", "H", "H", "H", "H", "H", "H", "H", "C", "O", "C", "C", "H", "H", "H", "H", "H", "H", "Cl", "C", "C", "C", "C", "N", "C", "H", "H", "H", "H"],
  "positions_angstrom": [[0.60161, -0.41674, 0.32586], [-5.04555, -1.20067, 0.89288], [-3.64130, -0.79814, 1.18505], [-3.19301, -0.57634, 2.44667], [-1.83787, -0.24348, 2.70901], [-1.02448, -0.13774, 1.69660], [-1.44408, -0.33000, 0.42612], [0.95071, 1.43795, -0.91822], [-0.35645, 2.17015, -1.16068], [-0.87162, 2.92181, -0.19036], [-2.05983, 3.44131, -0.37442], [-2.79108, 3.21025, -1.55983], [-2.25519, 2.45152, -2.56162], [-2.96113, 2.14184, -3.84111], [-0.97276, 1.93949, -2.31493], [-0.06419, 0.98508, -3.45049], [-2.62713, 4.29448, 0.74787], [-2.78594, 5.72985, 0.22576], [-3.99335, 3.73347, 1.16455], [-1.69385, 4.29295, 1.95770], [2.06559, 2.39054, -0.48064], [2.03958, 3.61940, -1.01340], [2.95953, 4.47656, -0.66873], [4.00077, 4.10275, 0.21372], [4.04675, 2.84763, 0.73917], [5.12301, 2.40362, 1.67702], [2.99007, 1.96170, 0.38529], [2.86468, 0.37254, 1.04374], [2.85581, 5.88851, -1.22167], [4.18719, 6.29420, -1.86600], [1.74054, 5.98697, -2.26190], [2.53923, 6.82793, -0.04747], [-2.71004, -0.64861, 0.08281], [-3.12077, -0.85293, -1.52997], [-1.31691, -0.01186, 4.11658], [-1.47897, -1.30632, 4.92714], [0.15482, 0.39607, 4.09245], [-2.14205, 1.10328, 4.77411], [-5.63335, -1.28719, 1.80513], [-5.04600, -2.15348, 0.36003], [-5.50744, -0.47998, 0.21647], [-3.87435, -0.68040, 3.28211], [-3.78365, 3.62586, -1.67390], [-3.91216, 2.66671, -3.89834], [-3.14884, 1.06693, -3.89282], [-2.35200, 2.41924, -4.70363], [-3.44633, 5.76787, -0.64259], [-1.81832, 6.14688, -0.06146], [-3.21549, 6.36396, 1.00287], [-4.72948, 3.80564, 0.36270], [-4.37603, 4.30156, 2.01363], [-3.91220, 2.68457, 1.46108], [-0.72272, 4.72185, 1.71051], [-1.52147, 3.27626, 2.31395], [-2.14329, 4.87832, 2.76112], [4.76314, 4.82409, 0.47933], [5.82254, 3.21311, 1.87519], [5.66691, 1.55528, 1.25862], [4.69003, 2.06163, 2.61793], [4.46792, 5.59744, -2.65813], [5.00218, 6.33899, -1.14209], [4.08813, 7.28672, -2.30712], [1.92241, 5.31236, -3.09951], [1.69431, 7.00808, -2.64243], [0.77246, 5.73036, -1.83123], [3.31333, 6.78482, 0.72135], [1.58434, 6.56401, 0.41221], [2.47612, 7.85737, -0.40358], [-0.86467, -2.10936, 4.51452], [-2.51630, -1.64349, 4.94348], [-1.16286, -1.13812, 5.95769], [0.78595, -0.38790, 3.66910], [0.49353, 0.58475, 5.11203], [0.30737, 1.30196, 3.50335], [-3.19505, 0.83178, 4.86151], [-2.07307, 2.03052, 4.20321], [-1.76521, 1.29516, 5.77983], [0.03038, -7.38164, 0.59176], [-0.31852, -7.13198, -0.78856], [-0.84698, -5.98125, -1.27566], [-1.25804, -4.43906, -0.38914], [-1.03118, -6.18197, -2.60476], [-0.63244, -7.45924, -2.97892], [-0.62839, -8.12410, -4.19140], [-0.14268, -9.42341, -4.19492], [0.32090, -10.03115, -3.02592], [0.31326, -9.35985, -1.81162], [-0.17317, -8.06445, -1.81445], [-0.19729, -6.48426, 1.16146], [1.09326, -7.61409, 0.67255], [-0.55110, -8.21815, 0.97956], [-1.45448, -5.47889, -3.18515], [-0.98895, -7.65522, -5.09718], [-0.12365, -9.97856, -5.12264], [0.69210, -11.04582, -3.06802], [0.66897, -9.83071, -0.90497], [0.75142, -1.92178, -2.60602], [0.95936, -0.82202, -1.71470], [1.22661, 0.52524, -2.24012], [2.60477, 0.56692, -2.86534], [0.57508, -2.80080, -1.98957], [1.62639, -2.06807, -3.24163], [-0.13534, -1.74031, -3.21265], [2.68411, -0.05411, -3.75982], [3.33662, 0.22209, -2.13168], [2.84685, 1.59155, -3.14607], [4.32337, -4.96528, -0.14613], [3.00938, -4.24758, 0.71151], [2.46742, -4.87272, 1.82252], [1.39554, -4.26905, 2.45323], [0.90906, -3.07866, 1.94714], [1.47252, -2.45230, 0.91166], [2.50525, -3.03013, 0.29656], [2.88064, -5.80726, 2.17738], [0.92946, -4.72393, 3.31579], [0.05169, -2.59053, 2.39412], [2.94504, -2.50063, -0.53895]],
  "mulliken_spin": [1.036, -0.001, 0.003, -0.003, 0.047, 0.021, 0.023, -0.222, 0.010, 0.002, -0.001, -0.010, -0.003, 0.000, -0.006, -0.001, 0.000, 0.001, 0.001, 0.000, -0.008, -0.001, -0.001, -0.002, 0.005, -0.002, 0.023, -0.016, 0.000, 0.000, 0.000, 0.000, 0.016, -0.001, -0.007, 0.001, 0.018, 0.005, 0.000, 0.001, 0.001, 0.001, 0.001, 0.000, 0.000, 0.000, 0.000, 0.000, 0.000, 0.000, 0.000, 0.000, 0.000, -0.001, 0.000, 0.000, 0.000, 0.000, 0.000, 0.000, 0.000, 0.000, 0.000, 0.000, 0.000, 0.000, 0.000, 0.000, 0.000, 0.000, 0.000, 0.005, 0.000, 0.001, 0.000, -0.002, 0.000, 0.000, 0.000, 0.001, 0.002, 0.000, 0.000, 0.000, 0.000, 0.000, 0.000, 0.000, 0.000, 0.000, 0.000, 0.000, 0.000, 0.000, 0.000, 0.000, 0.014, 0.005, -0.002, -0.002, -0.005, 0.001, -0.001, 0.000, 0.000, 0.000, 0.000, -0.004, 0.011, -0.006, 0.042, -0.032, 0.036, 0.000, 0.000, 0.003, 0.003]
}



No. 2
{
  "formula": "C43H57CoGeN4OS3SbSi",
  "method": "ωB97M-V/def2-TZVPD",
  "multiplicity": 2,
  "orbital_gap_ev": [7.620, 7.615],
  "e_tot_ev": -194585.0175,
  "e_above_lowest_ev": 0.664,
  "s2": 0.788,
  "symbols": ["Co", "S", "C", "C", "N", "C", "S", "C", "N", "N", "N", "H", "H", "H", "H", "C", "C", "C", "C", "Ge", "C", "C", "C", "C", "H", "H", "H", "H", "H", "H", "H", "H", "H", "H", "H", "H", "H", "H", "H", "H", "H", "H", "H", "C", "C", "C", "C", "C", "C", "Sb", "C", "C", "C", "C", "C", "C", "C", "C", "C", "C", "C", "C", "H", "H", "H", "H", "H", "H", "H", "H", "H", "H", "H", "H", "H", "H", "H", "C", "C", "C", "C", "C", "C", "C", "S", "C", "O", "H", "H", "H", "H", "H", "H", "H", "H", "H", "H", "C", "Si", "C", "C", "C", "C", "H", "H", "H", "H", "H", "H", "H", "H", "H"],
  "positions_angstrom": [[1.47730, 0.36506, 1.92926], [2.97081, -1.37059, 1.88084], [2.63432, 1.29844, 0.66889], [3.84547, 1.59064, 1.39453], [4.73709, 1.92855, 2.04285], [2.58007, 1.80895, -0.57870], [-0.31350, 2.19086, -1.16364], [3.67039, 2.49810, -1.21177], [4.54222, 3.05274, -1.71822], [0.63599, -1.63632, 4.02520], [0.87258, -0.23172, 3.83715], [0.85123, -1.89038, 4.98423], [1.31926, -2.09895, 3.42010], [1.64451, 0.09621, 4.41836], [0.04743, 0.26715, 4.15444], [0.60239, -3.58252, -4.37214], [0.76127, -2.92878, -3.00610], [2.11833, -2.25264, -2.82647], [2.25159, -1.51754, -1.49040], [2.70959, -2.61178, 0.07166], [1.52780, -4.18296, 0.29920], [2.18967, -5.42473, -0.30323], [1.39405, -6.71854, -0.13392], [0.12323, -6.75307, -0.97438], [-0.37320, -4.06172, -4.47863], [1.36599, -4.34740, -4.53216], [0.70449, -2.84983, -5.17707], [0.61381, -3.68376, -2.22851], [-0.02636, -2.18110, -2.85477], [2.25672, -1.54220, -3.65101], [2.91390, -2.99894, -2.93802], [1.32464, -0.98085, -1.27645], [3.04968, -0.77408, -1.53651], [4.10338, -3.24333, -0.17212], [0.56319, -3.98285, -0.17031], [1.34644, -4.33048, 1.36774], [3.17576, -5.54694, 0.15248], [2.37456, -5.26760, -1.37387], [1.15110, -6.85356, 0.92504], [2.02637, -7.56464, -0.41721], [-0.54265, -5.92467, -0.73019], [-0.43239, -7.68114, -0.82911], [0.36353, -6.67264, -2.03797], [-0.03470, 2.79312, 7.03656], [-1.17335, 2.41686, 6.33943], [-1.16607, 2.39767, 4.94869], [-0.02393, 2.75546, 4.23237], [1.11811, 3.11570, 4.94871], [1.11319, 3.14233, 6.33746], [0.07836, 2.52860, 2.08622], [-2.00326, 2.84955, 1.83195], [-2.60149, 3.95950, 2.42690], [-3.96363, 4.18074, 2.28534], [-4.74153, 3.29003, 1.55599], [-4.15452, 2.17806, 0.97016], [-2.78812, 1.96132, 1.10425], [0.89537, 4.42538, 1.63381], [0.14617, 5.41269, 1.00055], [0.71330, 6.64790, 0.71993], [2.03576, 6.90011, 1.05791], [2.79484, 5.91140, 1.66644], [2.22838, 4.67634, 1.95102], [-0.03958, 2.81164, 8.11884], [-2.07287, 2.14073, 6.87585], [-2.07002, 2.10483, 4.42547], [2.03154, 3.38350, 4.42983], [2.00803, 3.43577, 6.87189], [-2.00707, 4.65091, 3.01361], [-4.41803, 5.04907, 2.74538], [-5.80450, 3.46401, 1.44679], [-4.75718, 1.47825, 0.40393], [-2.32867, 1.09798, 0.64258], [-0.87992, 5.22154, 0.71060], [0.12274, 7.41036, 0.22783], [2.47944, 7.86108, 0.83134], [3.83443, 6.09007, 1.90856], [2.85324, 3.91053, 2.39605], [-3.72358, -3.37414, -3.76547], [-3.09021, -3.01730, -2.44957], [-2.75952, -1.69596, -2.15986], [-2.10982, -1.35280, -0.98399], [-1.81608, -2.35114, -0.06916], [-2.14814, -3.67256, -0.32497], [-2.78285, -3.99996, -1.51272], [-0.96059, -1.96569, 1.44949], [-2.40636, -1.82407, 2.50056], [-0.48369, -0.54226, 1.30505], [-4.43434, -2.61061, -4.08214], [-4.24488, -4.32918, -3.71067], [-2.96339, -3.45687, -4.54574], [-3.00886, -0.91942, -2.87226], [-1.81732, -0.32900, -0.78277], [-1.90818, -4.44569, 0.39724], [-3.03503, -5.03376, -1.71808], [-3.02794, -1.01299, 2.12201], [-2.03516, -1.60831, 3.50105], [-2.94989, -2.76863, 2.49241], [-1.39809, 0.95749, -4.41327], [0.26850, 1.77336, -4.30673], [0.14543, 3.60417, -4.61903], [1.47282, 0.94019, -5.46831], [0.97180, 1.57637, -2.59327], [1.37782, 1.75984, -1.39401], [-1.78109, 1.08735, -5.42944], [-2.11003, 1.40279, -3.71649], [-1.32417, -0.11241, -4.21422], [-0.24693, 3.79329, -5.62085], [1.12380, 4.08057, -4.53467], [-0.51973, 4.07612, -3.89328], [1.29761, 1.29464, -6.48761], [1.34100, -0.14412, -5.45850], [2.51064, 1.15916, -5.21204]],
  "mulliken_spin": [1.139, -0.051, -0.061, -0.096, 0.006, 0.041, 0.004, 0.000, 0.000, 0.002, 0.031, 0.000, 0.000, -0.006, -0.002, 0.000, 0.000, 0.000, 0.003, 0.008, 0.000, 0.000, 0.000, 0.000, 0.000, 0.000, 0.000, 0.000, 0.000, 0.000, 0.000, -0.003, 0.000, -0.003, 0.000, -0.001, 0.000, 0.000, 0.000, 0.000, 0.000, 0.000, 0.000, 0.000, 0.000, -0.002, -0.002, 0.002, 0.001, -0.042, -0.007, -0.001, 0.000, 0.000, 0.000, 0.002, -0.002, 0.001, 0.000, 0.000, 0.000, 0.005, 0.000, 0.000, -0.001, 0.000, 0.000, 0.001, 0.000, 0.000, 0.000, 0.001, 0.000, 0.000, 0.000, 0.000, -0.003, 0.000, 0.000, 0.000, 0.001, -0.001, 0.000, 0.000, 0.004, 0.001, 0.039, 0.000, 0.000, 0.000, 0.000, 0.001, 0.000, 0.000, 0.000, 0.000, 0.000, 0.000, 0.000, 0.000, 0.000, 0.006, -0.016, 0.000, 0.000, 0.000, 0.000, 0.000, 0.000, 0.000, 0.000, 0.000]
}